(1)
{"formula": "C20H22FNO4S", "method": "ωB97M-V/def2-TZVPD", "de_lowest_kj_mol": 4.5, "orbital_gap_ev": 9.33, "e_homo_ev": -8.86, "charge": 0, "smiles": "CCOc1cccc(C(=O)N(Cc2ccc(F)cc2)[C@H]2CCS(=O)(=O)C2)c1", "fmax_ev_per_a": 0.80, "multiplicity": 1, "species": ["C", "C", "O", "C", "C", "C", "C", "C", "C", "O", "N", "C", "C", "C", "C", "C", "F", "C", "C", "C", "C", "C", "S", "O", "O", "C", "C", "H", "H", "H", "H", "H", "H", "H", "H", "H", "H", "H", "H", "H", "H", "H", "H", "H", "H", "H", "H", "H", "H"], "xyz": [[-0.191, -4.264, 4.413], [-0.480, -3.092, 3.490], [-0.058, -1.913, 4.149], [-0.230, -0.714, 3.543], [0.188, 0.403, 4.273], [0.034, 1.671, 3.757], [-0.523, 1.855, 2.501], [-0.901, 0.752, 1.752], [-1.575, 0.947, 0.431], [-2.648, 1.518, 0.362], [-0.963, 0.433, -0.674], [0.373, -0.137, -0.685], [1.465, 0.846, -1.048], [2.413, 0.493, -2.004], [3.440, 1.359, -2.331], [3.506, 2.585, -1.693], [4.503, 3.437, -2.009], [2.574, 2.963, -0.744], [1.555, 2.084, -0.424], [-1.719, 0.441, -1.917], [-0.995, 1.221, -3.045], [-1.225, 0.547, -4.379], [-1.081, -1.200, -3.912], [0.287, -1.515, -3.592], [-1.757, -2.071, -4.830], [-2.037, -0.983, -2.381], [-0.774, -0.532, 2.277], [-0.732, -4.141, 5.347], [-0.500, -5.192, 3.940], [0.872, -4.310, 4.632], [0.068, -3.211, 2.544], [-1.555, -3.037, 3.270], [0.614, 0.242, 5.250], [0.342, 2.526, 4.339], [-0.674, 2.849, 2.107], [0.594, -0.537, 0.307], [0.399, -0.957, -1.407], [2.330, -0.458, -2.509], [4.181, 1.098, -3.070], [2.654, 3.927, -0.267], [0.823, 2.364, 0.316], [-2.653, 0.956, -1.663], [0.076, 1.222, -2.844], [-1.336, 2.257, -3.051], [-0.483, 0.806, -5.126], [-2.228, 0.681, -4.771], [-3.077, -1.106, -2.665], [-1.765, -1.740, -1.654], [-1.127, -1.372, 1.698]]}



(2)
{"formula": "C20H22N2O3", "method": "ωB97M-V/def2-TZVPD", "de_lowest_kj_mol": 57.4, "orbital_gap_ev": 8.77, "e_homo_ev": -8.14, "charge": 0, "smiles": "CCc1ccc(NC(=O)c2ccc(NC(=O)[C@@H]3CCCO3)cc2)cc1", "fmax_ev_per_a": 0.56, "multiplicity": 1, "species": ["C", "C", "C", "C", "C", "C", "N", "C", "O", "C", "C", "C", "C", "N", "C", "O", "C", "C", "C", "C", "O", "C", "C", "C", "C", "H", "H", "H", "H", "H", "H", "H", "H", "H", "H", "H", "H", "H", "H", "H", "H", "H", "H", "H", "H", "H", "H"], "xyz": [[8.741, 0.464, 1.454], [8.239, 0.686, 0.026], [6.749, 0.511, -0.041], [5.895, 1.588, 0.166], [4.526, 1.420, 0.146], [3.971, 0.161, -0.081], [2.577, 0.058, -0.099], [1.798, -1.053, -0.248], [2.224, -2.185, -0.356], [0.334, -0.763, -0.244], [-0.519, -1.762, 0.222], [-1.883, -1.570, 0.245], [-2.432, -0.372, -0.216], [-3.816, -0.228, -0.168], [-4.585, 0.816, -0.561], [-4.191, 1.869, -1.011], [-6.074, 0.559, -0.338], [-6.624, 1.398, 0.830], [-7.802, 0.554, 1.334], [-7.606, -0.808, 0.640], [-6.332, -0.783, 0.023], [-1.588, 0.620, -0.709], [-0.221, 0.422, -0.721], [4.818, -0.923, -0.287], [6.187, -0.739, -0.264], [8.491, -0.539, 1.790], [9.821, 0.589, 1.502], [8.278, 1.177, 2.133], [8.725, -0.028, -0.641], [8.508, 1.694, -0.298], [6.308, 2.571, 0.342], [3.876, 2.270, 0.306], [2.094, 0.932, 0.053], [-0.085, -2.689, 0.565], [-2.535, -2.348, 0.615], [-4.338, -1.030, 0.169], [-6.608, 0.815, -1.267], [-5.857, 1.493, 1.599], [-6.914, 2.393, 0.505], [-8.757, 0.993, 1.048], [-7.782, 0.454, 2.417], [-7.614, -1.652, 1.331], [-8.379, -0.969, -0.124], [-2.011, 1.536, -1.086], [0.406, 1.196, -1.142], [4.398, -1.899, -0.463], [6.833, -1.590, -0.428]]}



(3)
{"formula": "C20H22N4O3S", "method": "ωB97M-V/def2-TZVPD", "de_lowest_kj_mol": 193.7, "orbital_gap_ev": 8.62, "e_homo_ev": -8.48, "charge": 0, "smiles": "O=C(NCc1nc2ccccc2[nH]1)c1cccc(S(=O)(=O)N2CCCCC2)c1", "fmax_ev_per_a": 1.00, "multiplicity": 1, "species": ["O", "C", "N", "C", "C", "N", "C", "C", "C", "C", "C", "C", "N", "C", "C", "C", "C", "C", "S", "O", "O", "N", "C", "C", "C", "C", "C", "C", "H", "H", "H", "H", "H", "H", "H", "H", "H", "H", "H", "H", "H", "H", "H", "H", "H", "H", "H", "H", "H", "H"], "xyz": [[1.842, 0.416, 1.634], [1.508, -0.281, 0.693], [2.167, -1.411, 0.356], [3.368, -1.823, 1.065], [4.542, -0.988, 0.672], [5.542, -1.386, -0.061], [6.363, -0.292, -0.182], [7.574, -0.143, -0.850], [8.182, 1.093, -0.802], [7.613, 2.167, -0.113], [6.413, 2.043, 0.557], [5.796, 0.803, 0.516], [4.634, 0.319, 1.055], [0.316, 0.035, -0.152], [0.304, -0.171, -1.529], [-0.812, 0.166, -2.279], [-1.928, 0.703, -1.659], [-1.905, 0.915, -0.294], [-3.368, 1.621, 0.466], [-3.164, 1.719, 1.884], [-3.740, 2.800, -0.257], [-4.480, 0.422, 0.087], [-5.856, 0.865, -0.024], [-6.682, -0.231, -0.689], [-6.584, -1.516, 0.130], [-5.118, -1.909, 0.292], [-4.335, -0.755, 0.914], [-0.798, 0.600, 0.464], [1.909, -1.919, -0.473], [3.575, -2.868, 0.841], [3.181, -1.698, 2.137], [8.012, -0.973, -1.380], [9.124, 1.242, -1.310], [8.127, 3.116, -0.105], [5.973, 2.872, 1.091], [3.926, 0.811, 1.582], [1.178, -0.563, -2.030], [-0.806, 0.011, -3.348], [-2.811, 0.978, -2.213], [-6.270, 1.095, 0.969], [-5.846, 1.780, -0.617], [-7.720, 0.095, -0.768], [-6.297, -0.409, -1.694], [-7.027, -1.353, 1.115], [-7.136, -2.319, -0.360], [-5.025, -2.793, 0.925], [-4.692, -2.137, -0.687], [-4.694, -0.556, 1.934], [-3.270, -0.989, 0.967], [-0.801, 0.795, 1.525]]}